(1)
Formula: C45H45AsN7O2PPtS
Source: OMol25
Level of theory: ωB97M-V with the def2-TZVPD basis set

XYZ file:
```
103
Properties=species:S:1:pos:R:3
Pt 1.614 0.935 -0.713
N 3.354 1.576 1.157
N 2.944 2.396 2.198
C 1.640 2.613 2.424
N 1.329 3.341 3.479
S 0.389 2.039 1.400
H 3.792 0.740 1.537
H 4.043 2.061 0.592
H 3.645 2.730 2.846
H 2.019 3.695 4.127
H 0.362 3.560 3.668
O 1.464 8.734 0.284
C 0.813 8.226 -0.781
O 0.300 8.935 -1.584
C 0.752 6.717 -0.941
C 1.577 5.814 -0.291
C 1.482 4.455 -0.564
C 0.562 3.976 -1.485
C -0.267 4.886 -2.141
C -0.171 6.236 -1.865
N 0.549 2.563 -1.823
C -0.208 2.111 -2.742
C -0.063 0.761 -3.276
C -0.761 0.380 -4.402
C -0.497 -0.867 -4.963
C 0.459 -1.673 -4.373
C 1.110 -1.223 -3.230
N 0.853 -0.031 -2.694
H 1.786 8.068 0.894
H 2.330 6.151 0.415
H 2.147 3.763 -0.073
H -0.991 4.572 -2.885
H -0.799 6.952 -2.380
H -0.931 2.751 -3.234
H -1.482 1.056 -4.849
H -1.022 -1.189 -5.856
H 0.711 -2.643 -4.788
H 1.869 -1.832 -2.751
C 0.000 -1.099 2.019
C -0.681 -2.393 2.487
As -2.623 -2.526 2.266
C -3.072 -4.303 2.624
C -2.149 -5.364 2.552
C -2.565 -6.628 2.894
C -3.903 -6.856 3.245
C -4.828 -5.810 3.284
C -4.426 -4.534 2.954
C -3.413 -1.475 3.663
C -3.291 -1.951 4.970
C -3.850 -1.208 6.000
C -4.535 -0.028 5.723
C -4.659 0.428 4.417
C -4.097 -0.297 3.374
P 0.195 -0.896 0.199
C 0.998 -2.422 -0.311
C 0.320 -3.588 -0.676
C 1.038 -4.735 -0.993
C 2.428 -4.733 -0.939
C 3.112 -3.587 -0.546
C 2.396 -2.440 -0.230
C -1.475 -0.741 -0.462
C -2.316 0.205 0.145
C -3.596 0.419 -0.349
C -4.051 -0.312 -1.444
C -3.216 -1.237 -2.056
C -1.928 -1.442 -1.580
H 1.017 -1.095 2.418
H -0.496 -0.216 2.414
H -0.548 -2.467 3.566
H -0.226 -3.273 2.036
H -1.115 -5.197 2.277
H -1.859 -7.449 2.894
H -4.228 -7.863 3.475
H -5.856 -6.000 3.564
H -5.138 -3.720 2.975
H -2.784 -2.882 5.191
H -3.764 -1.564 7.020
H -4.990 0.530 6.532
H -5.207 1.339 4.207
H -4.214 0.041 2.352
H -0.761 -3.614 -0.710
H 0.510 -5.639 -1.279
H 2.979 -5.634 -1.185
H 4.193 -3.598 -0.476
H 2.927 -1.553 0.107
H -1.981 0.778 1.004
H -4.240 1.154 0.120
H -5.057 -0.156 -1.821
H -3.570 -1.803 -2.912
H -1.286 -2.150 -2.086
N 6.297 1.578 -4.929
C 5.362 1.464 -3.990
C 5.034 0.212 -3.409
C 4.071 0.142 -2.451
N 3.389 1.225 -1.983
C 3.688 2.426 -2.554
C 4.640 2.587 -3.514
H 6.815 0.781 -5.259
H 6.525 2.469 -5.337
H 5.551 -0.690 -3.717
H 3.831 -0.815 -2.004
H 3.136 3.289 -2.204
H 4.838 3.578 -3.906
```

Its HOMO energy (alpha / beta) is -0.64448 / -0.65385 Eh. The spin multiplicity is 5. The frontier orbital gap (alpha / beta) comes out at 0.2560 / 0.1831 Ha. As for the net charge: +4.

Results of the Löwdin charge analysis, in e, for atoms 1 through 2: atom 1 (Pt): 1.054, atom 2 (N): 0.006

(2)
Formula: C45H45BN7O9S
Source: OMol25
Level of theory: ωB97M-V with the def2-TZVPD basis set

XYZ file:
```
108
Properties=species:S:1:pos:R:3
N -0.765 7.500 -0.620
C 0.447 7.050 0.212
O 1.533 7.836 0.394
C 0.331 5.498 0.822
C 1.778 4.752 0.447
N 1.603 3.292 0.128
C 1.507 2.949 -1.375
C -0.028 2.643 -1.873
C 0.060 2.504 -3.538
C -0.465 3.843 -4.328
C -2.123 3.909 -4.201
C -2.575 5.459 -3.799
C -4.237 5.485 -3.623
S -4.571 4.825 -1.866
C -4.887 2.974 -1.939
N -6.032 2.170 -2.535
N -5.788 0.809 -2.368
C -4.466 0.607 -1.643
O -3.952 1.968 -1.384
C 1.496 2.239 0.987
N 1.272 0.788 0.510
C 1.157 -0.079 1.773
C 0.866 -1.690 1.812
B 0.506 -2.303 3.298
O -0.394 -1.601 4.280
O 1.138 -3.581 3.707
N 1.357 0.961 2.853
N 1.575 2.309 2.486
C 1.811 3.405 3.486
C 1.974 2.940 5.045
O 1.250 3.589 5.973
H -1.594 7.164 -0.052
H -0.698 6.894 -1.485
H -0.590 4.969 0.297
H 0.165 5.629 1.973
H 2.176 5.351 -0.506
H 2.553 4.990 1.304
H 2.269 2.067 -1.570
H 1.896 3.848 -2.057
H -0.821 3.436 -1.530
H -0.383 1.595 -1.483
H 1.208 2.373 -3.823
H -0.498 1.545 -3.927
H -0.219 3.770 -5.483
H -0.051 4.852 -3.903
H -2.666 3.585 -5.186
H -2.409 3.151 -3.352
H -2.223 6.185 -4.668
H -2.034 5.759 -2.788
H -4.674 6.586 -3.750
H -4.680 4.746 -4.450
H -4.032 -0.445 -1.368
H 1.745 -2.356 1.381
H -0.083 -1.920 1.125
H -0.612 -2.212 5.048
H 1.129 -3.676 4.717
H 1.313 0.542 3.810
H 2.838 3.938 3.189
H 0.961 4.232 3.458
H 2.677 2.081 5.422
C -1.726 -4.897 -6.920
C -1.595 -4.435 -5.611
C -2.291 -3.296 -5.200
C -3.110 -2.611 -6.105
C -3.221 -3.059 -7.420
C -2.536 -4.212 -7.826
C -4.043 -2.315 -8.396
O -4.144 -2.710 -9.551
C -4.735 -1.084 -7.963
C -5.471 -0.338 -8.892
C -6.139 0.820 -8.488
C -6.081 1.229 -7.156
C -5.344 0.491 -6.229
C -4.662 -0.663 -6.636
C -3.856 -1.418 -5.656
O -3.801 -1.056 -4.486
H -1.191 -5.789 -7.238
H -0.953 -4.962 -4.908
H -2.188 -2.944 -4.175
H -2.629 -4.575 -8.848
H -5.523 -0.652 -9.933
H -6.705 1.401 -9.212
H -6.607 2.127 -6.839
H -5.300 0.819 -5.192
C 3.424 -8.730 7.549
C 2.314 -7.921 7.307
C 2.459 -6.534 7.252
C 3.717 -5.953 7.453
C 4.822 -6.760 7.719
C 4.678 -8.153 7.756
C 6.144 -6.154 7.981
O 7.116 -6.863 8.212
C 6.275 -4.684 7.970
C 7.510 -4.095 8.273
C 7.646 -2.705 8.252
C 6.555 -1.902 7.919
C 5.323 -2.486 7.622
C 5.181 -3.879 7.657
C 3.864 -4.485 7.375
O 2.904 -3.780 7.087
H 3.313 -9.812 7.582
H 1.335 -8.371 7.158
H 1.589 -5.909 7.058
H 5.539 -8.790 7.950
H 8.367 -4.715 8.531
H 8.604 -2.250 8.493
H 6.663 -0.820 7.895
H 4.475 -1.852 7.367
```

Its HOMO energy is -0.39718 Eh. The frontier orbital gap comes out at 0.2692 Ha. As for the net charge: +1.

Results of the Löwdin charge analysis, in e, for atoms 1 through 2: atom 1 (N): 0.054, atom 2 (C): -0.290

(3)
Formula: C45H45FIN13O6PSSr
Source: OMol25
Level of theory: ωB97M-V with the def2-TZVPD basis set

XYZ file:
```
114
Properties=species:S:1:pos:R:3
Sr 0.267 -0.388 -0.491
C 0.129 -2.422 -4.871
C 0.358 -2.628 -3.400
O 0.293 -1.715 -2.583
N 0.658 -3.873 -2.986
C 0.854 -4.149 -1.570
C 2.231 -3.775 -1.074
C 3.241 -4.728 -1.130
C 4.509 -4.418 -0.666
C 4.722 -3.148 -0.161
C 3.659 -2.261 -0.142
N 2.431 -2.544 -0.577
H -0.173 -1.392 -5.037
H -0.631 -3.099 -5.257
H 1.053 -2.610 -5.419
H 0.756 -4.611 -3.663
H 0.702 -5.219 -1.428
H 0.086 -3.627 -1.000
H 3.022 -5.712 -1.524
H 5.302 -5.153 -0.693
H 5.684 -2.839 0.223
H 3.804 -1.266 0.257
N -0.271 1.791 -3.615
P -1.136 2.216 -2.196
C -1.840 3.814 -2.661
C -2.939 3.951 -3.509
C -3.390 5.211 -3.867
C -2.750 6.340 -3.377
C -1.656 6.215 -2.533
C -1.200 4.956 -2.173
C -2.586 1.132 -2.261
C -3.670 1.440 -1.435
C -4.731 0.560 -1.310
C -4.709 -0.655 -1.986
C -3.629 -0.975 -2.792
C -2.576 -0.083 -2.936
C 1.069 1.452 -3.633
C 1.838 1.727 -4.776
C 3.159 1.345 -4.792
C 3.698 0.702 -3.681
C 2.866 0.479 -2.604
N 1.580 0.833 -2.572
H -0.589 2.206 -4.481
H -3.447 3.067 -3.875
H -4.244 5.315 -4.522
H -3.108 7.323 -3.654
H -1.161 7.098 -2.151
H -0.336 4.846 -1.530
H -3.699 2.381 -0.897
H -5.584 0.821 -0.697
H -5.535 -1.345 -1.888
H -3.612 -1.923 -3.314
H -1.735 -0.331 -3.570
H 1.394 2.243 -5.617
H 3.768 1.551 -5.662
H 4.730 0.386 -3.649
H 3.245 -0.030 -1.725
C -0.784 3.396 3.774
C 0.080 3.889 2.678
N 0.699 5.021 2.668
N 1.348 5.040 1.473
C 1.160 3.934 0.726
S 1.727 3.682 -0.815
N 0.347 3.177 1.526
N -0.154 1.913 1.228
H -0.896 4.190 4.507
H -0.339 2.530 4.270
H -1.772 3.112 3.409
H 1.899 5.829 1.182
H -0.098 1.345 2.063
H -1.139 1.989 0.984
I 5.374 -1.078 4.684
C 5.049 0.019 2.955
C 6.089 0.580 2.226
C 5.770 1.279 1.074
C 4.440 1.384 0.690
N 3.437 0.833 1.375
C 3.751 0.179 2.489
H 7.116 0.473 2.550
H 6.538 1.743 0.472
H 4.162 1.933 -0.199
H 2.938 -0.266 3.040
F -5.741 1.191 2.999
C -5.490 0.033 2.381
C -4.308 -0.580 2.497
N -4.057 -1.784 1.881
C -2.715 -2.356 1.941
C -1.804 -1.615 0.957
O -1.147 -2.251 0.117
O -1.765 -0.363 1.056
C -4.992 -2.405 1.077
O -4.792 -3.452 0.503
N -6.212 -1.753 1.012
C -6.561 -0.524 1.554
O -7.641 -0.016 1.369
H -3.489 -0.166 3.064
H -2.781 -3.414 1.713
H -2.327 -2.219 2.953
H -6.916 -2.215 0.453
N 1.157 -2.885 7.259
C 1.429 -3.488 6.081
O 1.870 -4.615 6.002
C 1.136 -2.705 4.821
C 1.351 -3.351 3.613
C 1.139 -2.662 2.429
N 0.754 -1.388 2.371
C 0.512 -0.790 3.537
C 0.684 -1.390 4.774
H 1.351 -3.400 8.101
H 0.797 -1.954 7.331
H 1.690 -4.377 3.609
H 1.300 -3.151 1.478
H 0.182 0.241 3.514
H 0.476 -0.803 5.658
```

Its HOMO energy is -0.36501 Eh. The frontier orbital gap comes out at 0.2783 Ha. As for the net charge: +1. The energy relative to the best compared isomer or geometry (same formula, charge and spin) is 57.3 kJ/mol.

Results of the Löwdin charge analysis, in e, for atoms 1 through 2: atom 1 (Sr): 1.403, atom 2 (C): 0.030

(4)
Formula: C45H45N9
Source: OMol25
Level of theory: ωB97M-V with the def2-TZVPD basis set

XYZ file:
```
99
Properties=species:S:1:pos:R:3
N -0.216 4.334 -4.622
C -0.149 3.950 -5.974
C -0.938 2.938 -6.506
C -1.800 2.279 -5.602
C -1.845 2.659 -4.252
C -1.062 3.718 -3.815
H 0.660 4.298 -6.599
H -0.864 2.579 -7.522
H -2.474 1.505 -5.938
H -2.474 2.072 -3.598
H -1.124 3.993 -2.772
N -1.774 0.070 0.892
C -1.998 1.384 1.028
C -1.176 2.305 0.433
C -0.127 1.857 -0.422
C 0.072 0.524 -0.643
C -0.792 -0.378 0.040
H -2.665 1.653 1.833
H -1.257 3.355 0.675
H 0.557 2.527 -0.922
H 0.624 0.176 -1.503
H -0.851 -1.440 -0.146
N -0.239 -3.429 1.262
C -1.590 -3.597 1.410
C -2.189 -4.854 1.645
C -1.312 -5.936 1.800
C 0.058 -5.768 1.636
C 0.566 -4.524 1.498
H -2.190 -2.734 1.164
H -3.253 -4.829 1.831
H -1.729 -6.913 1.994
H 0.780 -6.569 1.570
H 1.623 -4.391 1.326
N -5.984 -3.759 0.518
C -5.836 -2.677 1.343
C -5.233 -1.471 1.019
C -4.712 -1.312 -0.198
C -4.801 -2.363 -1.149
C -5.472 -3.520 -0.717
H -6.196 -2.800 2.354
H -5.075 -0.705 1.764
H -4.154 -0.402 -0.360
H -4.312 -2.179 -2.094
H -5.452 -4.319 -1.443
N 3.905 -3.265 -3.943
C 4.312 -3.854 -2.779
C 3.501 -3.799 -1.660
C 2.198 -3.300 -1.729
C 1.771 -2.755 -2.941
C 2.676 -2.717 -3.997
H 5.329 -4.217 -2.742
H 3.883 -4.223 -0.743
H 1.587 -3.219 -0.843
H 0.796 -2.326 -3.118
H 2.422 -2.179 -4.899
N 2.253 0.433 -5.062
C 2.464 1.487 -5.879
C 3.001 2.738 -5.491
C 3.427 2.877 -4.166
C 3.190 1.837 -3.244
C 2.663 0.647 -3.764
H 2.143 1.282 -6.890
H 3.088 3.448 -6.300
H 3.820 3.839 -3.871
H 3.657 1.882 -2.271
H 2.498 -0.166 -3.073
N -0.352 3.962 4.957
C -0.499 5.194 5.547
C -1.664 5.972 5.395
C -2.643 5.659 4.388
C -2.408 4.428 3.686
C -1.293 3.633 3.995
H 0.356 5.604 6.063
H -1.784 6.893 5.945
H -3.455 6.357 4.248
H -3.121 4.074 2.956
H -1.116 2.675 3.530
N 4.533 0.436 -0.089
C 4.982 -0.784 0.340
C 4.553 -1.395 1.545
C 3.573 -0.722 2.270
C 2.980 0.447 1.780
C 3.481 1.043 0.552
H 5.747 -1.216 -0.288
H 4.766 -2.396 1.889
H 3.200 -1.255 3.132
H 2.122 0.906 2.247
H 3.074 1.907 0.047
N 1.349 -1.021 5.119
C 0.512 -1.412 4.150
C -0.810 -0.920 3.905
C -1.182 0.247 4.599
C -0.247 0.688 5.574
C 0.973 0.044 5.794
H 0.747 -2.166 3.413
H -1.516 -1.354 3.212
H -2.164 0.693 4.559
H -0.513 1.569 6.139
H 1.610 0.452 6.566
```

Its HOMO energy (alpha / beta) is -0.41740 / -0.41736 Eh. The spin multiplicity is 2. The frontier orbital gap (alpha / beta) comes out at 0.2599 / 0.1037 Ha. As for the net charge: +1. The energy relative to the best compared isomer or geometry (same formula, charge and spin) is 0.0 kJ/mol.

Results of the Löwdin charge analysis, in e, for atoms 1 through 2: atom 1 (N): 0.062, atom 2 (C): -0.123

no.,energy (eV)
1,-146092.5394
2,-87746.1789
3,-110832.1954
4,-60792.5629